No. 1
Computed, not measured: a cluster of 2 separate species, C5H12NS in total, with the ωB97M-V functional and the def2-TZVPD basis.

The calculation puts the gap between HOMO and LUMO at 6.61 eV. Its energy above the lowest of the compared OMol25 structures with the same formula, charge and spin is 9.0 kcal/mol. Its spin multiplicity is 1. The LUMO energy is 3.9 eV. The net charge is -1.

CARTESIAN COORDINATES (ANGSTROEM)
C (0.74578, -0.74158, 3.15542)
C (1.28761, -1.01369, 1.78161)
C (0.49528, -1.30170, 0.73593)
N (0.87490, -1.89305, -0.46451)
H (-0.34264, -0.77323, 3.11588)
H (1.13504, -1.44226, 3.89826)
H (1.04435, 0.26272, 3.48767)
H (2.36068, -1.08327, 1.59420)
H (-0.56959, -1.07990, 0.76684)
H (0.11806, -1.70579, -1.17031)
H (1.79354, -1.70054, -0.81819)
C (-1.29849, 2.18484, -2.44533)
C (-0.85821, 1.03675, -1.52968)
S (-1.72676, -0.53319, -1.84467)
H (-2.35361, 2.44148, -2.29031)
H (-1.21054, 1.89571, -3.49566)
H (-0.76493, 3.13374, -2.28873)
H (-0.95354, 1.36052, -0.48630)
H (0.22309, 0.95246, -1.70214)

In elementary charge units, the natural (NBO) charges are: number 1, C, carries -0.616; number 2, C, carries -0.357; number 3, C, carries 0.033; number 4, N, carries -0.863; number 5, H, carries 0.209; number 6, H, carries 0.188; number 7, H, carries 0.184; number 8, H, carries 0.168; number 9, H, carries 0.208; number 10, H, carries 0.423; number 11, H, carries 0.353; number 12, C, carries -0.609; number 13, C, carries -0.524; number 14, S, carries -0.689; number 15, H, carries 0.189; number 16, H, carries 0.197; number 17, H, carries 0.169; number 18, H, carries 0.172; number 19, H, carries 0.165



No. 2
Computed, not measured: a structure of composition CoFPb3, with the ωB97M-V functional and the def2-TZVPD basis.

The calculation puts the gap between HOMO and LUMO (spin up / spin down) at 9.00 / 4.95 eV. Its spin multiplicity is 4. The LUMO energy (spin up / spin down) is -25.3 / -27.1 eV. The net charge is +7.

CARTESIAN COORDINATES (ANGSTROEM)
Pb (-1.37643, 3.91743, 0.75634)
Pb (-3.46878, -1.18716, -1.33967)
Pb (1.38561, -4.05222, -0.41001)
Co (3.16895, 1.21526, 1.21473)
F (0.29066, 0.10669, -0.22139)

In elementary charge units, the natural (NBO) charges are: number 1, Pb, carries 1.999; number 2, Pb, carries 1.999; number 3, Pb, carries 1.999; number 4, Co, carries 1.629; number 5, F, carries -0.626



No. 3
Computed, not measured: a cluster of 2 separate species, C5H14S in total, with the ωB97M-V functional and the def2-TZVPD basis.

The calculation puts the gap between HOMO and LUMO at 9.30 eV. Its energy above the lowest of the compared OMol25 structures with the same formula, charge and spin is 63.4 kcal/mol. Its spin multiplicity is 1. The LUMO energy is 0.8 eV.

CARTESIAN COORDINATES (ANGSTROEM)
C (-0.18083, -1.30476, 2.58718)
C (-0.50785, 0.14006, 2.88756)
C (-2.09645, -0.60946, 0.31898)
S (-1.73782, -2.03252, 1.58964)
H (0.66576, -1.27360, 1.75379)
H (-0.03026, -1.90695, 3.33278)
H (-0.82027, 0.34193, 3.97578)
H (-1.30110, 0.73641, 2.36258)
H (-1.82928, -0.97863, -0.65852)
H (-3.25126, -0.55123, 0.27678)
H (-1.73362, 0.30854, 0.70283)
H (0.48575, 0.68351, 2.98694)
C (1.00200, 1.44662, -2.68469)
C (1.90261, 0.15840, -2.83788)
H (-0.00539, 1.44989, -2.82148)
H (1.19450, 1.90903, -1.72944)
H (1.46382, 2.07921, -3.53162)
H (1.78865, -0.37139, -1.86641)
H (2.98767, 0.30896, -2.92530)
H (2.00338, -0.53403, -3.71951)

In elementary charge units, the natural (NBO) charges are: number 1, C, carries -0.405; number 2, C, carries -0.659; number 3, C, carries -0.693; number 4, S, carries 0.044; number 5, H, carries 0.206; number 6, H, carries 0.198; number 7, H, carries 0.215; number 8, H, carries 0.224; number 9, H, carries 0.222; number 10, H, carries 0.222; number 11, H, carries 0.212; number 12, H, carries 0.215; number 13, C, carries -0.600; number 14, C, carries -0.643; number 15, H, carries 0.205; number 16, H, carries 0.205; number 17, H, carries 0.199; number 18, H, carries 0.201; number 19, H, carries 0.210; number 20, H, carries 0.223